Entry 1:
Here is C17H11AuCl2F6N4O4S2 as an isolated structure at a distorted geometry from OMol25. Energies are from ωB97M-V/def2-TZVPD.

**Spin multiplicity**: 3
**HOMO (spin up / spin down)**: -7.57 / -7.75 eV
**Frontier orbital gap (spin up / spin down)**: 6.78 / 5.61 eV
**DFT total energy**: -98651.4475 eV
**LUMO (spin up / spin down)**: -0.029 / -0.079 hartree

Cartesian coordinates (Å):
F -2.719 -3.328 -2.127
S -1.643 -4.051 0.180
C -4.314 -1.179 4.022
C 1.266 0.858 4.864
C -1.736 2.663 2.516
C -3.868 -0.699 0.918
C -2.651 -4.408 -1.349
H -2.296 3.340 1.874
Cl -0.772 0.258 3.024
O -0.967 -5.271 0.481
O 1.404 -2.011 -1.356
C -2.181 -0.449 3.125
C -4.741 -1.609 1.569
N 1.515 -1.212 2.573
Au -0.715 -0.804 0.207
F 1.383 -3.978 1.417
S 0.756 -3.260 -1.082
H -0.712 2.649 5.740
C 0.251 -0.883 2.604
H 0.635 1.458 0.806
N -0.618 -2.894 -0.284
H 3.403 -1.314 3.264
O 0.554 -4.214 -2.121
C -0.994 1.666 1.966
F -2.131 -5.411 -2.037
N -0.377 1.406 0.713
C 1.866 -4.095 0.187
F 3.064 -3.509 0.145
N -3.206 0.024 0.310
C 2.436 -0.848 3.417
C -0.851 2.239 4.744
Cl -5.717 -2.496 0.454
C -4.933 -1.781 2.911
F 2.012 -5.376 -0.110
F -3.886 -4.741 -0.974
O -2.568 -3.456 1.093
C -3.109 -0.459 4.108
H -2.938 0.079 5.040
C -1.781 2.839 3.911
C -0.029 1.173 4.390
C 2.304 0.061 4.499
H -0.670 2.076 0.011
H -2.454 3.577 4.322
H -4.854 -1.288 4.954
H 1.490 1.482 5.728
H 3.188 0.161 5.115
H -5.747 -2.456 3.148

Entry 2:
Here is a 2-piece molecular cluster, C4H12 overall at a distorted geometry from OMol25. Energies are from ωB97M-V/def2-TZVPD.

**Spin multiplicity**: 1
**HOMO**: -11.56 eV
**Relative energy (zero: lowest compared OMol25 entry of this formula, charge and spin)**: 33.8 kJ/mol
**Frontier orbital gap**: 12.73 eV
**DFT total energy**: -4342.1782 eV
**LUMO**: 0.043 hartree

Cartesian coordinates (Å):
H -2.615 -0.767 -0.067
H 1.512 0.350 0.488
C 1.648 -0.342 -1.612
H -0.704 -0.123 1.871
C -1.219 0.400 1.080
C -2.647 -0.105 0.797
H -3.307 0.723 0.554
H 2.727 -0.776 0.268
H 2.872 0.919 -0.347
H -2.970 -0.679 1.662
H 0.565 -0.227 -1.625
H 2.006 0.301 -2.417
H 1.919 -1.359 -1.876
H -0.595 0.450 0.194
H -1.219 1.452 1.394
C 2.242 0.039 -0.262

Entry 3:
Here is a 2-piece molecular cluster, C5H11N2O overall at a distorted geometry from OMol25. Energies are from ωB97M-V/def2-TZVPD.

**Spin multiplicity**: 1
**Charge**: +1
**HOMO**: -11.18 eV
**Relative energy (zero: lowest compared OMol25 entry of this formula, charge and spin)**: 530.9 kJ/mol
**Frontier orbital gap**: 5.92 eV
**DFT total energy**: -10380.1028 eV
**LUMO**: -0.193 hartree

Cartesian coordinates (Å):
H -1.465 1.948 -1.910
H -1.369 -0.364 -3.527
H 2.140 -2.452 3.393
H -2.004 1.253 -0.500
N 1.363 -0.689 2.758
H -0.409 1.997 -0.465
H -2.463 -0.125 -2.126
N -0.508 0.262 -1.556
H 1.649 -2.451 1.708
H -1.242 -1.574 -2.123
C -1.077 1.460 -1.084
C -1.455 -0.485 -2.383
O 0.141 1.195 3.172
C 0.725 -0.124 -1.303
H 0.462 2.093 3.220
H 0.976 -1.096 -1.651
H 1.498 0.499 -0.818
C 1.219 0.512 2.634
C 1.820 -1.859 2.561